Molecular formula: C23H25FN2O4
Method: DFT, ωB97M-V with the def2-TZVPD basis set

Properties
E_HOMO ... -7.8 eV
Frontier orbital gap ... 0.2939 Ha
ΔE to the lowest compared entry with this formula, charge and spin ... 39.69 kcal/mol
Max |F| ... 0.7 eV/A
Structure (SMILES) ... CC1(C)CC(=O)c2cc(OCC(=O)N3CCN(c4ccccc4F)CC3)ccc2O1

Each line ends with the natural charge from an NBO analysis.
Positions of all 55 atoms, in Å:
C -5.67556 -2.32143 1.75858  -0.611
C -4.46526 -1.88136 0.93719  0.277
C -3.27772 -2.81856 1.18491  -0.640
C -4.80732 -1.83759 -0.55469  -0.541
C -3.66388 -1.25140 -1.35922  0.591
O -3.33547 -1.67191 -2.44513  -0.536
C -3.03576 -0.09879 -0.69758  -0.251
C -2.17263 0.72895 -1.41004  -0.206
C -1.61618 1.85672 -0.82432  0.325
O -0.77857 2.58959 -1.62008  -0.514
C -0.07343 3.67037 -1.04887  -0.164
C 0.85666 3.30095 0.11544  0.652
O 0.81096 3.93977 1.15242  -0.636
N 1.71617 2.28334 -0.06960  -0.433
C 1.85605 1.44633 -1.23807  -0.236
C 1.44667 0.00086 -0.89487  -0.210
N 2.23402 -0.49451 0.21121  -0.438
C 3.33478 -1.30037 -0.01931  0.086
C 3.22368 -2.37709 -0.91244  -0.230
C 4.26908 -3.24275 -1.15476  -0.206
C 5.48046 -3.08717 -0.50130  -0.232
C 5.62397 -2.04543 0.39500  -0.278
C 4.57576 -1.17488 0.61783  0.393
F 4.81662 -0.15269 1.48625  -0.349
C 2.11120 0.36743 1.36529  -0.219
C 2.51570 1.81198 1.04559  -0.245
C -1.93469 2.15920 0.49992  -0.271
C -2.77752 1.33339 1.21788  -0.236
C -3.33401 0.19448 0.64140  0.328
O -4.13400 -0.57099 1.41488  -0.497
H -6.50260 -1.63350 1.60340  0.218
H -5.98398 -3.32119 1.46809  0.214
H -5.42087 -2.31904 2.81479  0.220
H -2.41080 -2.49902 0.60978  0.217
H -3.53410 -3.83241 0.89132  0.219
H -3.01636 -2.81059 2.24034  0.222
H -5.67686 -1.19136 -0.71139  0.238
H -5.04933 -2.83417 -0.92359  0.241
H -1.95129 0.48800 -2.43810  0.242
H -0.75976 4.44244 -0.67976  0.208
H 0.51622 4.09467 -1.86752  0.215
H 1.25073 1.81445 -2.06242  0.233
H 2.91216 1.45283 -1.53774  0.195
H 1.58516 -0.62253 -1.77586  0.216
H 0.38772 -0.01664 -0.61261  0.204
H 2.28015 -2.54447 -1.40795  0.215
H 4.13124 -4.05538 -1.85176  0.215
H 6.29903 -3.76448 -0.68378  0.217
H 6.54979 -1.87847 0.92323  0.228
H 2.69660 -0.01962 2.19602  0.228
H 1.05382 0.36195 1.66045  0.198
H 2.33036 2.46477 1.89867  0.250
H 3.57466 1.85971 0.77634  0.203
H -1.52293 3.02726 0.98831  0.244
H -3.01702 1.56018 2.24446  0.229

Cartesian forces (eV/Å) of the 2 atoms listed first:
C 0.321 0.262 -0.183
C -0.187 -0.646 -0.021